Record 1
87
Properties=species:S:1:pos:R:3:forces:R:3:mulliken_spin:R:1 method="wB97M-V/def2-TZVPD" e_lumo_ev="-5.34 / -5.65" charge=+2 homo_lumo_gap_ev="4.426 / 7.567" multiplicity=2 total_energy_ha=-1951.1258 homo_energy_ev="-9.765 / -13.213"
Ba -2.212960 -19.044250 21.859370 -1.149 0.488 0.300 0.413
Ba -3.043220 -15.693960 18.731090 -0.457 -0.482 0.673 0.544
O -3.791580 -13.100320 19.183870 -0.307 0.071 0.406 -0.083
O -5.133300 -12.944570 25.391020 -0.755 -0.163 -0.389 0.000
O -4.952610 -18.710580 21.890260 0.284 0.317 0.471 -0.001
O -2.003430 -13.784970 17.248640 0.755 1.251 -0.427 0.001
O -13.772920 -15.145790 19.713200 1.360 2.154 -0.763 0.000
O -6.000080 -19.356800 14.819040 -0.889 -1.759 1.184 0.002
O -4.132770 -16.957250 20.842580 0.839 0.562 -0.057 0.167
O -6.609700 -12.220080 22.851980 2.893 0.619 1.122 0.000
O -6.085810 -20.361580 17.423370 1.986 0.951 1.425 0.001
O -13.929920 -13.123470 18.871490 1.714 -1.538 0.755 0.000
O -3.396730 -18.797790 24.710230 -0.537 0.937 -0.446 -0.021
O -2.652890 -21.071240 23.484170 1.328 -0.518 -0.756 -0.032
N -13.262170 -14.097040 19.251600 -2.184 -1.077 -0.184 0.000
C -3.173410 -21.149370 24.788140 -1.353 2.203 0.076 -0.009
C -6.633840 -20.072220 18.702160 -0.387 -0.468 -0.410 -0.040
C -8.985400 -13.923880 18.783820 0.526 -1.621 0.508 -0.004
C -3.970960 -13.183830 26.103090 1.357 0.403 1.855 0.000
C -5.116320 -17.583190 21.376120 0.227 -1.330 -1.504 -0.021
C -11.002470 -15.165200 19.474810 1.642 -0.309 -0.883 0.000
C -9.590580 -15.092160 19.237330 -1.715 0.066 0.780 -0.002
C -5.045120 -12.690470 19.822780 0.625 -0.160 0.037 0.024
C -6.068240 -19.038500 13.452360 0.296 -0.203 -0.361 0.000
C -3.304430 -12.124970 18.243020 -0.283 0.313 0.740 0.009
C -11.176020 -12.918380 18.585100 2.114 -0.357 -0.109 0.000
C -11.780620 -14.094520 19.077260 0.495 2.052 -0.114 0.000
C -6.565110 -20.687440 15.103120 1.929 -0.151 -0.551 0.000
C -1.753090 -22.134400 23.272440 1.696 -0.762 -1.767 -0.002
C -4.115820 -17.546200 24.987950 -0.262 -0.960 0.314 0.007
C -6.466980 -17.033650 21.092520 -1.447 0.620 1.099 -0.005
C -1.915710 -12.458940 17.785520 -1.412 -0.028 0.133 -0.007
C -6.477130 -13.508010 23.322690 1.700 -0.980 0.718 -0.004
C -0.806930 -14.052750 16.563960 1.591 -2.200 -0.451 -0.005
C -4.178900 -19.982800 24.879680 0.527 -1.561 0.395 0.012
C -6.977290 -20.902840 16.523520 -2.095 1.637 0.265 0.000
C -7.738410 -11.867560 22.187390 -1.768 0.660 0.394 0.001
C -5.204710 -13.735450 24.213450 -0.189 1.019 -0.245 0.002
C -9.723010 -12.838090 18.476030 -3.429 0.687 -0.418 0.000
H -6.941500 -18.406920 13.289160 0.174 0.177 -0.393 0.000
H -5.353600 -13.502560 20.481150 0.015 -0.087 -0.169 0.006
H -3.841870 -14.096020 26.685630 -0.686 -1.235 -0.792 0.000
H -4.901240 -11.819520 20.462180 0.185 0.076 -0.141 -0.001
H -6.068570 -19.396700 19.344210 0.746 0.158 -0.690 0.034
H -0.891460 -15.057850 16.150790 -0.172 -0.065 -0.252 -0.011
H -3.022260 -13.022650 25.591130 -0.114 0.048 -0.717 0.000
H -2.193080 -22.921010 22.659450 -0.226 -0.311 0.671 0.000
H -9.292430 -11.941660 18.054820 -0.001 0.096 0.112 0.000
H -5.227520 -14.777580 24.532090 0.088 -0.389 -0.315 0.000
H -4.984520 -20.168940 24.169440 0.087 0.677 -0.509 0.001
H -7.166070 -17.129460 21.923310 0.373 0.044 0.635 -0.002
H 0.043890 -14.146150 17.238850 0.015 0.317 0.423 0.004
H -7.886380 -20.306020 16.597320 -0.656 -0.047 0.363 0.000
H -7.237800 -13.998700 23.929880 -1.078 0.778 -0.213 0.000
H -3.213540 -11.148020 18.717790 -0.436 0.158 0.114 0.001
H -5.815930 -12.480500 19.081250 0.063 -0.059 -0.111 -0.011
H -6.420910 -15.965720 20.879250 -0.034 -0.169 -0.384 0.009
H -3.882010 -12.562190 26.994020 -0.583 1.003 -0.389 0.000
H -3.683600 -22.107720 24.884920 0.316 -0.013 0.657 -0.001
H -7.075630 -17.596820 20.385080 0.725 -0.036 -0.682 0.007
H -7.238000 -21.922680 16.806440 0.100 -0.348 -0.560 0.000
H -1.658090 -11.715500 17.031180 0.184 -0.212 -0.267 -0.003
H -3.465500 -16.687000 25.152130 0.554 -0.492 -0.062 0.000
H -5.781240 -21.430800 14.958010 0.344 0.045 -0.725 0.000
H -4.296760 -13.504320 23.656410 0.187 -0.279 -0.402 0.005
H -4.793140 -17.281610 24.175960 -0.118 -0.300 -0.047 -0.004
H -0.862340 -21.874630 22.700440 -0.165 1.200 -1.248 0.006
H -11.475740 -16.069540 19.827770 0.039 0.024 0.141 0.000
H -7.725470 -10.807610 21.933550 0.373 0.055 0.138 0.000
H -0.448240 -13.429270 15.744990 -0.908 0.631 0.061 -0.001
H -8.495110 -11.980550 22.963750 -1.150 -0.160 -0.809 0.000
H -7.910300 -13.962280 18.688440 0.179 0.286 -0.156 0.010
H -6.103580 -19.907430 12.795250 -0.397 -0.307 0.130 0.000
H -4.671310 -17.723640 25.908840 -0.180 0.260 -0.051 -0.002
H -4.044640 -12.105370 17.443140 0.289 0.290 -0.343 0.003
H -7.387750 -20.924050 14.428300 -0.103 0.119 0.081 0.000
H -1.054710 -22.472210 24.038100 -1.397 -0.311 1.418 0.000
H -6.316340 -14.112430 22.429980 -0.008 -0.858 -0.046 -0.001
H -2.363940 -20.843670 25.451000 -0.040 -0.957 0.542 0.000
H -11.705210 -12.049900 18.221640 -0.489 -0.215 0.274 0.000
H -4.644570 -20.129280 25.854260 0.075 0.820 0.406 0.001
H -7.602120 -19.593640 18.555550 -0.347 -0.180 0.196 0.001
H -6.707470 -20.978620 19.303080 -0.453 -0.236 -0.035 -0.001
H -7.904370 -12.391120 21.245870 -0.280 -0.575 0.022 -0.001
H -5.116690 -18.597270 13.155770 -0.183 0.645 0.137 0.000
H -1.183650 -12.395430 18.590590 0.053 -0.199 0.107 0.003
H -8.942030 -15.922070 19.476130 -0.226 -0.250 0.065 0.001



Record 2
20
Properties=species:S:1:pos:R:3:forces:R:3:nbo_charge:R:1 method="wB97M-V/def2-TZVPD" e_lumo_ev=-2.96 charge=+1 homo_lumo_gap_ev=10.690 smiles=C[C@H]1N[C@H](S)N[N@@H+]1C total_energy_ha=-721.7180 homo_energy_ev=-13.652
S -0.306535 1.718168 2.291674 0.084 -0.362 -0.882 0.016
N 1.109135 0.162066 0.731404 1.196 -2.316 1.049 -0.640
N -0.626396 1.013745 -0.524580 1.298 1.837 1.211 -0.465
N -0.747483 -0.383533 -0.523884 -0.684 -2.041 -0.547 -0.234
C 0.710465 -0.774490 -0.258069 1.847 0.915 -0.479 0.108
C 1.462696 -0.734409 -1.607576 -3.501 -1.459 -0.746 -0.635
C 0.449751 1.374790 0.671621 -0.785 0.633 -2.037 -0.025
C -1.829276 -0.920761 0.389974 0.897 -1.157 2.624 -0.466
H -1.501158 1.448008 -0.270998 -0.378 -0.059 -0.076 0.388
H 0.143879 2.928480 2.207496 0.160 1.451 0.499 0.154
H 0.977591 -1.300284 -2.491146 0.393 0.463 1.650 0.223
H 1.169421 2.164871 0.250859 -1.761 -0.594 0.683 0.247
H -2.747863 -0.389234 0.376558 -0.866 0.561 -1.327 0.248
H 2.375918 -1.150917 -1.462262 2.740 -1.377 0.471 0.244
H -1.551876 -0.605663 1.436776 0.431 -0.632 -0.947 0.232
H 1.025085 -1.698598 0.159088 -1.283 -1.483 0.343 0.249
H -2.046478 -2.047711 0.447226 0.836 1.695 -0.800 0.268
H 1.108469 -0.273408 1.660939 0.109 0.469 -0.575 0.405
H 1.610864 0.200717 -1.979892 0.281 2.936 -0.774 0.234
H -0.786210 -0.731837 -1.505209 -1.013 0.521 0.661 0.450



no.,maximum force (eV/Å)
1,3.52
2,3.87